[1]
The following is a quantum chemistry calculation of a cluster of 2 separate species, C2H10N7 in total at a distorted geometry, from OMol25.

Structure (XYZ):
```
19
Properties=species:S:1:pos:R:3:forces:R:3
H -3.371 1.189 -0.266 0.946 -0.521 0.336
N -2.493 0.686 -0.051 -0.935 -1.280 -0.571
H -2.348 -0.453 0.160 -1.599 1.412 -0.479
C 2.175 0.041 0.015 -2.618 1.168 4.609
H -1.115 -1.682 0.118 1.662 -0.413 -0.274
H -0.142 2.962 0.196 1.856 0.710 1.073
H -1.973 -1.976 1.417 0.461 0.069 3.608
H 3.116 0.252 1.729 1.439 -0.080 0.296
H -2.316 -2.772 0.171 -0.239 0.258 -0.715
N 0.751 0.151 -0.401 -2.462 0.949 -1.012
N 2.240 0.268 1.280 -0.749 -0.399 -2.448
N -2.015 -1.850 0.475 -1.228 -0.501 -2.364
H 3.863 -0.630 -0.617 0.533 -0.241 -0.979
C -1.364 1.296 -0.069 2.238 2.236 0.421
H 0.519 0.006 -1.401 0.173 0.099 0.501
N -0.178 0.658 0.349 2.850 -1.008 -0.055
H 2.562 -0.346 -1.959 1.923 -0.196 2.356
N -0.897 2.498 -0.185 -3.240 -2.120 -1.544
N 2.983 -0.297 -0.963 -1.011 -0.141 -2.757
```
Forces are in eV/Å.

Summary:
ΔE to the lowest compared entry with this formula, charge and spin	286.9	kJ/mol
charge	+1
2S+1	1
orbital gap (alpha / beta)	8.160 / 8.164	eV

These are the Mulliken partial charges, in e, on atoms 1 to 5:
1 H 0.24
2 N -0.32
3 H 0.48
4 C 0.58
5 H 0.22



[2]
The following is a quantum chemistry calculation of the ion C2H10N8 with charge +2 at a distorted geometry, from OMol25.

Structure (XYZ):
```
20
Properties=species:S:1:pos:R:3:forces:R:3
H -0.318 -1.467 4.697 -0.850 -0.835 -1.319
H 1.845 0.376 -1.280 -1.729 0.563 0.169
N 0.613 0.132 -2.933 -3.204 -1.605 8.305
H -0.867 -2.145 2.883 -0.105 1.387 1.024
N 0.999 -0.009 -4.009 0.291 -0.661 -2.036
H -1.225 0.755 -1.310 0.137 0.278 -0.495
H -0.656 1.403 1.837 0.051 1.997 1.245
N -0.300 0.834 -0.876 0.970 -4.308 2.352
N -0.464 -0.076 3.385 -0.794 -1.594 -1.237
H 1.081 1.924 -1.781 0.133 -0.501 -0.084
H -1.959 -0.493 0.728 -0.636 0.711 0.944
N 1.016 0.076 -5.152 2.102 2.624 -5.302
H 1.016 -0.583 -5.922 -0.407 -1.226 0.394
C 0.863 0.810 -1.698 2.747 2.510 -2.640
N -0.611 0.473 2.149 -1.049 -1.668 -1.985
N -0.133 -0.353 0.034 -1.381 2.695 0.200
H -0.079 0.397 4.181 0.168 1.620 -0.020
C -0.653 -1.320 3.627 1.252 -0.883 1.469
H 0.868 -0.351 0.299 -0.654 -0.325 0.134
N -1.038 -0.385 1.140 2.960 -0.779 -1.118
```
Forces are in eV/Å.

Summary:
ΔE to the lowest compared entry with this formula, charge and spin	647.5	kJ/mol
charge	+2
2S+1	3
orbital gap (alpha / beta)	4.052 / 5.100	eV
expectation value of S²	2.01

These are the Mulliken partial charges, in e, on atoms 1 to 5:
1 H 0.29
2 H 0.33
3 N -0.14
4 H 0.34
5 N 0.55



[3]
The following is a quantum chemistry calculation of a cluster of 3 separate species, C2H10NO2 in total at a distorted geometry, from OMol25.

Structure (XYZ):
```
15
Properties=species:S:1:pos:R:3:forces:R:3
H 0.120 1.118 2.852 -0.056 0.200 0.000
H 0.494 -2.215 1.333 -1.379 -0.028 -0.238
O -0.090 0.792 1.974 -0.156 -0.298 -0.552
C 0.388 -1.983 0.267 2.935 0.005 -0.241
H -2.029 2.776 0.027 -1.225 -0.498 -0.116
H 1.661 0.421 -1.519 0.098 -0.710 -0.401
H -0.024 -0.098 -1.868 1.355 -0.174 0.082
H 0.418 0.041 0.422 1.339 -0.746 1.069
H 0.497 -2.721 -0.546 -0.377 -0.130 0.844
H 1.233 -1.322 -2.168 0.551 0.260 0.423
H -2.069 1.123 -0.411 -1.523 0.561 0.213
N 0.757 -0.811 -0.091 -1.863 0.616 -2.030
C 1.004 -0.460 -1.537 -2.406 0.865 0.609
H -0.724 1.381 1.534 0.032 0.249 0.315
O -1.636 1.957 -0.268 2.674 -0.171 0.023
```
Forces are in eV/Å.

Summary:
ΔE to the lowest compared entry with this formula, charge and spin	159.2	kJ/mol
charge	+1
2S+1	1
orbital gap	10.712	eV

These are the Mulliken partial charges, in e, on atoms 1 to 5:
1 H 0.32
2 H 0.29
3 O -0.68
4 C -0.13
5 H 0.32



[4]
The following is a quantum chemistry calculation of a cluster of 3 separate species, C2H10NO2 in total at a distorted geometry, from OMol25.

Structure (XYZ):
```
15
Properties=species:S:1:pos:R:3:forces:R:3
C -0.344 0.435 -2.206 0.174 0.646 0.179
O 2.170 -0.267 3.128 -0.202 0.282 -0.465
N -1.046 0.279 -1.165 -0.733 -0.509 -0.055
C -2.500 0.421 -1.208 -0.893 1.435 -0.625
H 0.717 0.292 -2.209 0.458 -0.301 0.312
H -0.809 0.832 -3.098 -0.189 -0.154 -0.141
H -2.970 0.064 -0.313 -0.026 -0.770 0.173
H 1.455 -0.503 1.365 0.230 0.056 -0.435
H 2.974 0.269 3.165 -0.016 -0.171 0.040
O 1.106 -0.746 0.476 -0.532 -0.295 0.630
H -0.657 -0.119 -0.295 0.749 0.300 -0.279
H -2.885 0.033 -2.148 -0.038 -0.709 0.306
H 1.455 0.380 3.167 0.043 0.055 0.429
H 0.900 -1.681 0.633 0.167 0.082 -0.290
H -2.852 1.464 -1.268 0.808 0.053 0.222
```
Forces are in eV/Å.

Summary:
ΔE to the lowest compared entry with this formula, charge and spin	81.0	kJ/mol
charge	+1
2S+1	1
orbital gap	10.365	eV

These are the Mulliken partial charges, in e, on atoms 1 to 5:
1 C -0.17
2 O -0.71
3 N 0.09
4 C -0.88
5 H 0.29



[5]
The following is a quantum chemistry calculation of a cluster of 2 separate species, C2H10NO2 in total at a distorted geometry, from OMol25.

Structure (XYZ):
```
15
Properties=species:S:1:pos:R:3:forces:R:3
H -0.525 1.866 -1.144 0.914 0.647 1.665
H -2.574 0.582 0.015 1.950 0.007 -0.523
O 0.120 -1.088 -0.369 -1.548 -2.107 0.878
H -0.680 1.796 0.679 0.388 0.416 -1.122
C -1.332 -1.207 -0.378 2.919 3.503 1.753
H -1.833 -1.635 0.608 1.046 0.145 -1.341
O 3.362 0.075 1.388 2.920 -0.286 0.814
H -1.427 -1.953 -1.174 -0.809 -0.452 -0.629
N -0.428 1.344 -0.231 -4.652 -0.712 -1.258
C -1.599 0.331 -0.563 -4.418 -0.380 -1.630
H 3.817 0.947 1.432 -0.839 -0.351 -0.192
H -2.040 0.463 -1.681 1.608 0.065 2.315
H 4.191 -0.455 1.687 -2.304 0.644 -0.731
H 0.428 0.878 -0.150 2.084 -0.573 0.012
H 0.521 -1.944 -0.119 0.741 -0.566 -0.012
```
Forces are in eV/Å.

Summary:
ΔE to the lowest compared entry with this formula, charge and spin	238.9	kJ/mol
charge	+2
2S+1	2
orbital gap (alpha / beta)	8.926 / 2.272	eV
expectation value of S²	0.75

These are the Mulliken partial charges, in e, on atoms 1 to 5:
1 H 0.42
2 H 0.42
3 O -0.18
4 H 0.39
5 C -0.12



[6]
The following is a quantum chemistry calculation of a cluster of 3 separate species, C2H10NO2S in total at a distorted geometry, from OMol25.

Structure (XYZ):
```
16
Properties=species:S:1:pos:R:3:forces:R:3
C 0.040 1.699 0.310 -0.199 0.122 0.050
H 0.622 -0.142 -0.095 0.102 -0.059 -0.072
N 0.464 0.684 -0.682 0.043 -0.588 0.695
H -0.821 0.275 1.497 0.231 0.107 0.693
H 1.008 -3.888 0.088 -0.016 0.307 0.632
S 1.542 0.380 2.316 -0.398 -0.097 -0.357
O 0.912 -3.828 -0.854 0.135 -0.562 -0.831
O -1.609 -0.272 -2.046 0.295 0.426 0.857
H 0.460 -3.010 -1.056 -0.140 0.326 0.185
H -2.378 -0.202 -1.470 -0.072 -0.108 -0.179
H -1.003 1.949 0.076 0.149 0.517 -0.353
C -0.057 1.061 1.690 0.791 -0.609 0.045
H -0.862 0.156 -1.472 -0.365 -0.457 -1.099
H 1.398 0.808 -1.048 -0.014 0.583 -0.018
H -0.393 1.743 2.467 -0.462 0.207 -0.297
H 0.677 2.588 0.279 -0.079 -0.114 0.049
```
Forces are in eV/Å.

Summary:
ΔE to the lowest compared entry with this formula, charge and spin	42.1	kJ/mol
charge	-1
2S+1	1
orbital gap	6.674	eV

These are the Mulliken partial charges, in e, on atoms 1 to 5:
1 C -0.33
2 H 0.20
3 N -0.59
4 H 0.26
5 H 0.32



[7]
The following is a quantum chemistry calculation of a cluster of 3 separate species, C2H10NO3 in total at a distorted geometry, from OMol25.

Structure (XYZ):
```
16
Properties=species:S:1:pos:R:3:forces:R:3
C -1.670 1.388 -0.491 1.998 -0.777 -1.570
H 2.252 0.245 1.264 -0.258 0.402 -0.648
H -2.353 1.962 0.135 -0.287 0.365 -0.242
H 0.339 -1.399 -0.078 -0.800 -0.120 -0.365
N -0.088 -0.574 -0.553 0.165 0.514 -1.830
H -0.010 -0.624 -1.646 -0.848 -0.300 2.548
O 1.893 0.750 0.503 2.035 0.884 0.238
H 1.909 -3.113 1.345 -0.719 1.274 -0.487
H -2.207 -0.923 -0.406 0.989 2.073 0.812
O -0.986 1.827 -1.414 -1.758 -0.969 2.208
H 2.644 1.345 0.197 -1.385 -1.026 0.580
H 0.642 -2.726 2.022 -0.089 0.455 -0.230
H -1.470 -0.136 1.114 0.204 -0.032 -0.931
O 1.224 -2.386 1.319 0.736 -1.632 0.675
H 0.683 0.109 -0.374 -0.422 0.388 0.496
C -1.473 -0.097 -0.002 0.438 -1.498 -1.254
```
Forces are in eV/Å.

Summary:
ΔE to the lowest compared entry with this formula, charge and spin	83.1	kJ/mol
charge	+1
2S+1	1
orbital gap	11.189	eV

These are the Mulliken partial charges, in e, on atoms 1 to 5:
1 C 0.17
2 H 0.32
3 H 0.36
4 H 0.31
5 N -0.33



[8]
The following is a quantum chemistry calculation of a cluster of 2 separate species, C2H10NS in total at a distorted geometry, from OMol25.

Structure (XYZ):
```
14
Properties=species:S:1:pos:R:3:forces:R:3
H 0.689 0.901 -3.435 -0.677 -0.176 -0.057
H 1.387 0.508 1.958 -0.023 0.183 0.012
C -0.642 0.076 1.905 -0.544 -0.879 0.992
H 0.905 -0.299 -1.452 -0.125 0.446 0.522
H 0.670 1.160 0.617 -0.033 0.008 -0.365
H 0.921 -0.515 0.782 0.221 0.479 -0.634
S -0.581 0.480 -3.166 0.808 0.416 -0.371
H -0.571 -0.956 2.247 0.022 0.025 0.078
H -0.061 -1.594 -1.983 -0.309 0.081 -0.137
H -1.523 0.106 1.275 0.378 0.412 -0.562
C -0.116 -0.529 -1.742 -0.092 -0.796 -0.636
N 0.672 0.362 1.244 -0.304 -0.572 0.746
H -0.814 0.675 2.791 0.249 0.410 -0.142
H -0.935 -0.377 -1.042 0.428 -0.036 0.553
```
Forces are in eV/Å.

Summary:
ΔE to the lowest compared entry with this formula, charge and spin	99.6	kJ/mol
charge	+1
2S+1	1
orbital gap	8.334	eV

These are the Mulliken partial charges, in e, on atoms 1 to 5:
1 H 0.14
2 H 0.37
3 C -0.79
4 H 0.21
5 H 0.35



[9]
The following is a quantum chemistry calculation of a cluster of 2 separate species, C2H10NS in total at a distorted geometry, from OMol25.

Structure (XYZ):
```
14
Properties=species:S:1:pos:R:3:forces:R:3
H 2.892 -1.028 -0.572 0.888 1.274 -0.388
H 0.654 1.547 1.213 -1.214 -0.359 1.174
H -2.898 0.545 -1.294 0.839 0.366 2.133
H 1.769 -1.487 -1.845 0.031 0.951 0.871
H 1.787 -2.065 -0.290 -1.554 -0.948 1.067
H -0.053 0.225 2.259 -0.203 0.443 -0.444
H -0.975 1.609 1.858 -3.453 2.875 1.144
C -2.415 0.926 -0.300 1.706 -1.340 -3.502
S -0.594 0.186 -0.127 -2.756 0.358 0.661
H -2.069 1.907 -0.527 -0.448 1.004 0.149
H -3.031 0.855 0.559 -0.246 -0.439 0.756
N 2.352 -1.732 -1.023 -0.916 -0.106 -1.632
C -0.302 0.988 1.495 5.984 -3.007 -2.095
H 2.885 -2.476 -1.407 1.344 -1.071 0.105
```
Forces are in eV/Å.

Summary:
ΔE to the lowest compared entry with this formula, charge and spin	158.5	kJ/mol
charge	+1
2S+1	1
orbital gap	7.672	eV

These are the Mulliken partial charges, in e, on atoms 1 to 5:
1 H 0.34
2 H 0.26
3 H 0.28
4 H 0.36
5 H 0.34



[10]
The following is a quantum chemistry calculation of a cluster of 2 separate species, C2H10NS in total at a distorted geometry, from OMol25.

Structure (XYZ):
```
14
Properties=species:S:1:pos:R:3:forces:R:3
H 0.859 1.565 0.719 0.093 0.240 -0.125
H -1.599 -2.166 -0.039 -0.089 -0.076 0.106
S 0.422 0.502 1.392 0.206 -0.107 -0.140
H 0.669 -0.259 -2.240 0.059 -0.067 -0.079
C -1.204 -1.494 0.722 0.170 -0.059 -0.346
H -2.025 -1.115 1.325 0.038 0.177 -0.066
H 0.284 -0.908 -0.652 0.329 0.122 0.212
H -0.540 -2.064 1.375 -0.084 -0.046 -0.065
N 0.630 0.689 -2.623 0.064 -0.044 -0.166
H -1.054 0.289 -0.512 -0.056 -0.072 0.023
H 1.503 1.169 -2.394 -0.044 0.094 -0.009
H 0.497 0.661 -3.636 0.015 0.040 -0.008
H -0.165 1.144 -2.169 0.050 0.182 -0.052
C -0.386 -0.384 0.035 -0.753 -0.383 0.715
```
Forces are in eV/Å.

Summary:
ΔE to the lowest compared entry with this formula, charge and spin	80.4	kJ/mol
charge	+1
2S+1	1
orbital gap	8.432	eV

These are the Mulliken partial charges, in e, on atoms 1 to 5:
1 H 0.08
2 H 0.35
3 S -0.13
4 H 0.35
5 C -1.44